Below is a gas-phase ion, C3H6N3O (charge +1) in a non-equilibrium geometry, with properties calculated with ωB97M-V/def2-TZVPD.

```
13
Properties=species:S:1:pos:R:3:nbo_charge:R:1
C -1.36 0.45 -0.89 -0.4155
N -0.33 -0.32 -0.10 -0.3564
C -0.54 -1.54 0.63 0.1789
N 0.53 -1.84 1.32 -0.0435
O 1.45 -0.85 1.11 -0.2466
C 0.85 0.08 0.32 0.7586
N 1.63 1.16 0.03 -0.7518
H -2.27 -0.12 -0.75 0.2495
H -1.35 1.55 -0.64 0.2474
H -1.09 0.47 -1.99 0.2523
H -1.39 -2.17 0.64 0.2637
H 1.37 2.09 -0.11 0.4368
H 2.50 1.06 0.44 0.4266
```

Values from the calculation:
HOMO-LUMO gap in hartree: 0.4257
Relative energy (zero: lowest compared OMol25 entry of this formula, charge and spin) in kcal per mole: 24.6
SMILES: Cn1cnoc1=[NH2+]
Total charge: +1

Below is a gas-phase ion, C8H17N2OS (charge +1) in a non-equilibrium geometry, with properties calculated with ωB97M-V/def2-TZVPD.

```
29
Properties=species:S:1:pos:R:3:nbo_charge:R:1
C -0.32 0.16 -2.10 0.6176
C -1.04 1.19 -1.20 -0.1985
C 1.33 -0.44 -0.19 0.3063
C 1.67 -1.86 0.24 -0.6281
C 2.55 0.50 -0.20 -0.6499
C -0.81 0.82 2.68 -0.6184
C -3.35 -0.11 -1.86 -0.8324
C 0.56 0.44 2.01 -0.2329
N 0.66 -0.59 -1.49 -0.6241
N 0.29 0.13 0.72 -0.6153
O -0.67 0.04 -3.23 -0.5311
S -2.69 1.23 -0.95 0.6981
H -0.60 2.01 -0.80 0.2407
H 0.68 -2.26 0.38 0.2114
H 2.05 -1.80 1.25 0.2319
H 2.34 -2.31 -0.41 0.2303
H 2.27 1.48 -0.65 0.2189
H 3.42 0.14 -0.73 0.2439
H 2.98 0.69 0.79 0.2378
H -0.50 1.13 3.77 0.2430
H -1.08 1.72 2.08 0.2098
H -1.43 -0.15 2.70 0.2179
H -4.03 0.48 -2.35 0.2534
H -4.03 -0.79 -1.23 0.2722
H -2.91 -0.76 -2.58 0.2985
H 0.87 -0.43 2.64 0.1799
H 1.35 1.27 2.10 0.2137
H 1.05 -1.37 -2.06 0.4339
H -0.59 -0.56 0.68 0.3716
```

Values from the calculation:
HOMO-LUMO gap (alpha / beta) in hartree: 0.2727 / 0.2726
Relative energy (zero: lowest compared OMol25 entry of this formula, charge and spin) in kcal per mole: 68.4
Total charge: +1

Below is a single C5H7NS molecule in a non-equilibrium geometry, with properties calculated with ωB97M-V/def2-TZVPD.

```
14
Properties=species:S:1:pos:R:3:nbo_charge:R:1
C 1.45 1.00 1.33 -0.6862
C 0.48 0.13 0.39 0.1437
C 0.06 0.54 -0.87 -0.3276
C -1.02 -0.47 -1.06 -0.2254
S -1.67 -1.18 -2.54 0.0258
C -1.13 -1.28 0.03 -0.1133
N -0.20 -0.91 0.90 -0.5219
H 1.05 2.14 1.84 0.2324
H 1.93 0.44 2.40 0.2347
H 2.32 1.35 0.39 0.2364
H 0.68 1.15 -1.67 0.2508
H -1.43 -0.12 -3.24 0.1117
H -2.00 -2.04 0.15 0.2267
H -0.52 -0.76 1.94 0.4123
```

Values from the calculation:
HOMO-LUMO gap in hartree: 0.3156
Relative energy (zero: lowest compared OMol25 entry of this formula, charge and spin) in kcal per mole: 81.6
SMILES: Cc1cc(S)c[nH]1

Below is a molecular structure, H6NO3SSi2 in a non-equilibrium geometry, with properties calculated with ωB97M-V/def2-TZVPD.

```
13
Properties=species:S:1:pos:R:3:nbo_charge:R:1
N -0.36 2.42 -0.87 -0.9350
O 1.75 1.28 -0.51 -0.9156
O 0.96 1.48 -2.79 -0.9678
O 0.13 -0.38 -1.25 -1.2180
Si -0.43 2.42 0.84 0.9424
Si 0.12 -2.01 -1.38 1.1640
S 0.61 1.29 -1.39 2.1901
H -1.66 3.46 1.23 -0.1981
H 0.72 3.13 1.48 -0.1663
H -0.43 1.07 1.60 -0.1656
H -1.22 -2.44 -1.59 -0.2449
H 0.36 -2.71 0.03 -0.2575
H 1.13 -2.44 -2.34 -0.2278
```

Values from the calculation:
HOMO-LUMO gap (alpha / beta) in hartree: 0.1510 / 0.2505
Multiplicity: 3
Total charge: -1
<S²>: 2.009

Below is a molecular structure, C4H8N4 in a non-equilibrium geometry, with properties calculated with ωB97M-V/def2-TZVPD.

```
16
Properties=species:S:1:pos:R:3:nbo_charge:R:1
C -3.79 1.53 -0.01 -0.4941
C -0.58 -0.09 0.67 -0.1443
C 0.62 -0.46 -0.01 0.0125
C 4.08 -1.04 -0.58 -0.2120
H -4.80 1.05 0.49 0.2303
H -3.64 0.97 -1.07 0.2149
H -3.67 2.74 -0.01 0.2364
H -0.52 -0.33 1.74 0.1981
H 0.40 -0.61 -1.25 0.1940
H 2.44 -0.59 1.06 0.2984
H 4.31 -0.87 0.61 0.1756
H 4.75 -1.56 -1.38 0.2294
N -2.64 0.91 0.66 -0.1800
N -1.57 0.76 -0.02 -0.1735
N 1.88 -1.20 0.07 -0.3958
N 2.74 -1.18 -0.97 -0.1899
```

Values from the calculation:
HOMO-LUMO gap in hartree: 0.3063
Relative energy (zero: lowest compared OMol25 entry of this formula, charge and spin) in kcal per mole: 195.2

Below is 5 unconnected molecules or ions with the total composition C16H23F4N2O12PSSi in a non-equilibrium geometry, with properties calculated with ωB97M-V/def2-TZVPD.

```
60
Properties=species:S:1:pos:R:3:nbo_charge:R:1
C 0.37 -1.78 -0.29 -0.6254
C -1.19 -2.13 -0.18 -0.6912
P -2.35 -0.80 -0.87 0.3167
C -2.26 0.74 0.23 -0.9221
Si -4.37 -1.71 -0.70 1.3698
N -5.54 -0.38 -0.86 -1.2453
N -4.45 -2.48 0.95 -0.8586
C -4.28 -3.77 0.84 0.2256
S -3.61 -5.23 0.40 -0.0001
H 0.85 -2.18 0.68 0.2108
H 0.57 -0.67 -0.40 0.2287
H 0.86 -2.37 -1.14 0.2124
H -1.47 -3.11 -0.71 0.2402
H -1.48 -2.29 0.92 0.2096
H -1.53 1.53 -0.12 0.2512
H -1.87 0.38 1.26 0.2259
H -3.29 1.21 0.42 0.2448
H -4.47 -2.75 -1.72 -0.1780
H -5.74 -0.06 0.10 0.3918
H -6.39 -0.78 -1.29 0.3895
O 1.83 0.13 -2.95 -0.5629
C 2.83 -0.51 -2.94 0.9606
O 3.66 -0.62 -1.87 -0.4844
C 4.67 -1.57 -2.22 -0.1484
C 4.65 -1.50 -3.72 0.4417
F 4.97 -2.71 -4.26 -0.3259
O 3.30 -1.21 -4.01 -0.4866
H 4.39 -2.55 -1.84 0.2006
H 5.63 -1.29 -1.80 0.2358
H 5.30 -0.73 -4.14 0.1589
O -2.06 3.47 1.93 -0.5540
C -1.98 4.35 1.13 0.9621
O -1.73 4.16 -0.20 -0.4798
C -1.86 5.43 -0.82 -0.1309
C -1.61 6.38 0.31 0.4416
F -2.31 7.52 0.16 -0.3241
O -2.13 5.68 1.43 -0.4826
H -2.86 5.54 -1.24 0.2065
H -1.13 5.55 -1.63 0.2099
H -0.56 6.61 0.48 0.1548
O -5.10 -5.11 7.08 -0.5540
C -5.02 -4.23 6.28 0.9594
O -4.77 -4.43 4.96 -0.4780
C -4.88 -3.16 4.32 -0.1330
C -4.63 -2.21 5.46 0.4428
F -5.33 -1.06 5.30 -0.3258
O -5.16 -2.90 6.57 -0.4856
H -5.89 -3.05 3.90 0.2034
H -4.15 -3.05 3.52 0.2151
H -3.58 -1.99 5.63 0.1549
O 7.66 -0.86 -1.67 -0.5649
C 7.66 0.31 -1.91 0.9688
O 7.02 0.87 -2.98 -0.4904
C 7.13 2.28 -2.83 -0.1330
C 8.35 2.41 -1.96 0.4414
F 8.26 3.50 -1.16 -0.3194
O 8.29 1.25 -1.16 -0.4746
H 6.23 2.67 -2.36 0.2111
H 7.26 2.77 -3.80 0.2132
H 9.29 2.43 -2.51 0.1593
```

Values from the calculation:
HOMO-LUMO gap in hartree: 0.2823
SMILES: CCP(C)[Si@H](N)N=C=S.O=C1OC[C@@H](F)O1.O=C1OC[C@@H](F)O1.O=C1OC[C@@H](F)O1.O=C1OC[C@@H](F)O1

Below is a molecular structure, C21H41N5NiO6P, with properties calculated with ωB97M-V/def2-TZVPD.

```
75
Properties=species:S:1:pos:R:3:mulliken_charge:R:1
Ni 0.88 -1.36 -0.15 0.1556
C 2.51 -3.55 0.82 -0.8935
C 1.32 -4.32 0.24 -0.7395
N 0.20 -3.42 -0.09 -0.1390
C -0.42 -3.66 -1.41 -0.9401
C 0.53 -3.22 -2.53 -0.6346
N 1.15 -1.93 -2.21 0.1866
C 2.60 -1.85 -2.42 -0.7701
C 3.33 -2.63 -1.33 -0.7393
N 2.77 -2.35 0.01 0.0015
H 3.38 -4.21 0.87 0.4688
H 2.27 -3.22 1.83 0.3298
H 1.02 -5.08 0.96 0.5236
H 1.63 -4.85 -0.66 0.2790
H -0.51 -3.49 0.63 0.3974
H -1.33 -3.07 -1.45 0.4517
H -0.69 -4.71 -1.54 0.4163
H -0.03 -3.18 -3.46 0.4441
H 1.32 -3.97 -2.67 0.2876
H 0.69 -1.17 -2.70 -0.0664
H 2.87 -0.80 -2.35 0.3188
H 2.90 -2.22 -3.40 0.5581
H 4.39 -2.39 -1.37 0.5011
H 3.25 -3.70 -1.52 0.2545
H 3.39 -1.72 0.51 0.3343
C -1.62 0.43 -3.65 -1.5272
C -1.07 1.75 -3.15 1.6230
C -0.61 2.62 -4.30 -1.5854
C -2.10 2.48 -2.29 -1.3273
O 0.16 1.48 -2.40 -0.5000
P 0.27 1.02 -0.89 2.1463
O -0.74 -0.06 -0.55 -0.9806
O 1.68 0.47 -0.70 -1.0919
O -0.02 2.27 0.03 -0.2917
C 0.86 3.42 0.28 1.5981
C 1.89 3.02 1.33 -1.3203
C -0.07 4.49 0.82 -1.5958
C 1.54 3.90 -1.00 -1.4603
H -2.51 0.60 -4.26 0.5535
H -1.89 -0.22 -2.81 0.1622
H -0.87 -0.08 -4.27 0.2902
H -1.45 2.85 -4.96 0.4175
H 0.16 2.11 -4.88 0.3481
H -0.20 3.56 -3.93 0.3239
H -2.98 2.70 -2.90 0.5676
H -1.70 3.42 -1.92 0.1859
H -2.41 1.87 -1.44 0.2054
H 1.37 2.71 2.25 0.2239
H 2.53 3.87 1.56 0.5267
H 2.50 2.20 0.97 0.1327
H -0.59 4.13 1.71 0.3217
H -0.82 4.76 0.07 0.3521
H 0.50 5.38 1.08 0.4193
H 2.18 3.13 -1.43 0.2409
H 2.16 4.76 -0.76 0.5745
H 0.80 4.20 -1.74 0.2096
O -5.56 0.94 3.77 -0.5297
C -4.80 0.16 4.67 -0.4944
N -3.38 0.22 4.39 -0.1543
C -2.77 -0.72 3.63 0.2762
O -3.34 -1.68 3.14 -0.6590
C -1.29 -0.53 3.39 -0.3410
C -0.42 0.12 4.25 -0.1603
C 0.92 0.19 3.92 -1.1543
C 1.34 -0.39 2.74 -0.2614
N 0.51 -1.02 1.90 0.5768
C -0.78 -1.08 2.23 -0.1264
H -5.64 0.46 2.94 0.3334
H -5.08 -0.89 4.64 0.3477
H -4.98 0.57 5.66 0.3386
H -2.91 1.09 4.57 0.2479
H -0.78 0.55 5.18 0.5890
H 1.64 0.68 4.56 0.4795
H 2.38 -0.34 2.44 0.4084
H -1.46 -1.57 1.54 0.5543
```

Values from the calculation:
HOMO-LUMO gap (alpha / beta) in hartree: 0.3471 / 0.3638
Multiplicity: 3
Relative energy (zero: lowest compared OMol25 entry of this formula, charge and spin) in kcal per mole: 3.0
Total charge: +1
<S²>: 2.005